No. 1
This record from OMol25 describes a single C23H27N5O5 molecule. The level of theory is ωB97M-V with the def2-TZVPD basis set.

Element x y z (Å)
C1 -4.9196 -3.3071 1.0382
C2 -3.6057 -4.0674 0.9410
O1 -2.4935 -3.2209 1.2588
C3 -2.0114 -2.4584 0.2910
O2 -2.4290 -2.4165 -0.8380
C4 -0.8165 -1.6439 0.7793
N1 -0.7312 -0.3658 0.1047
C5 -0.0971 -0.1648 -1.0642
O3 0.0526 0.9404 -1.5621
C6 0.5047 -1.3928 -1.7614
N2 1.7560 -1.7389 -1.1536
N3 1.8720 -2.7625 -0.2912
N4 3.0520 -2.8314 0.1685
C7 3.7947 -1.8250 -0.3703
C8 5.1222 -1.4378 -0.1831
C9 5.5500 -0.3266 -0.8675
C10 4.7026 0.3948 -1.7232
C11 3.3918 0.0322 -1.9302
C12 2.9500 -1.0904 -1.2400
C13 -1.4614 0.7404 0.7376
C14 -0.4634 1.5893 1.5562
O4 -0.4511 1.5453 2.7707
N5 0.3772 2.3118 0.8061
C15 1.4639 3.0965 1.3421
C16 2.8435 2.5235 0.9599
O5 3.4102 1.6603 1.9102
C17 2.6771 0.4831 2.1558
C18 -2.3015 1.5356 -0.2390
C19 -2.9510 0.8945 -1.2873
C20 -3.7549 1.6122 -2.1541
C21 -3.9340 2.9732 -1.9757
C22 -3.3118 3.6113 -0.9175
C23 -2.5013 2.8974 -0.0522
H1 -5.0307 -2.8726 2.0285
H2 -4.9479 -2.5116 0.2972
H3 -5.7463 -3.9869 0.8545
H4 -3.4688 -4.4658 -0.0691
H5 -3.5599 -4.8762 1.6719
H6 0.0853 -2.2486 0.6125
H7 -0.9021 -1.4788 1.8550
H8 0.6768 -1.1115 -2.8045
H9 -0.1661 -2.2510 -1.7197
H10 5.7664 -1.9918 0.4790
H11 6.5669 0.0140 -0.7453
H12 5.0947 1.2649 -2.2280
H13 2.7325 0.5921 -2.5753
H14 -2.1435 0.2889 1.4682
H15 0.3056 2.2225 -0.2041
H16 1.3615 3.1171 2.4295
H17 1.3815 4.1158 0.9541
H18 2.7578 2.0153 -0.0149
H19 3.5655 3.3377 0.8686
H20 3.3377 -0.1808 2.7099
H21 1.7795 0.6763 2.7507
H22 2.3872 -0.0006 1.2159
H23 -2.8283 -0.1685 -1.4345
H24 -4.2455 1.1029 -2.9701
H25 -4.5604 3.5322 -2.6547
H26 -3.4555 4.6703 -0.7624
H27 -2.0303 3.4026 0.7777

Output
lowest unoccupied orbital energy	0.4	eV
M	453.499	g/mol
ΔE to the lowest compared entry with this formula, charge and spin	7.9	kcal/mol
net charge	0
HOMO	-8.976	eV
structure (SMILES)	CCOC(=O)CN(C(=O)Cn1nnc2ccccc21)[C@@H](C(=O)NCCOC)c1ccccc1

***

No. 2
This record from OMol25 describes C23H27N6O2PdS as an isolated structure. The level of theory is ωB97M-V with the def2-TZVPD basis set.

Element x y z (Å)
Pd1 1.1973 -0.3404 1.0212
C1 2.0881 3.6798 2.7111
C2 2.0882 2.3494 2.0526
N1 1.0804 1.5552 1.9376
N2 -0.1167 1.8347 2.5628
C3 -0.8209 0.8046 3.0708
N3 -1.8084 1.0407 3.9108
S1 -0.4447 -0.7987 2.6217
C4 3.3662 1.7989 1.5583
C5 4.4076 2.5823 1.0806
C6 5.5791 1.9552 0.6766
C7 5.6816 0.5822 0.7889
C8 4.5841 -0.1295 1.2794
N4 3.4616 0.4642 1.6540
H1 1.1648 3.9305 3.2273
H2 2.2840 4.4642 1.9754
H3 2.9038 3.7241 3.4345
H4 -0.2650 2.7693 2.9202
H5 -2.0286 1.9583 4.2710
H6 -2.3320 0.2667 4.2938
H7 4.2989 3.6553 0.9965
H8 6.4012 2.5395 0.2855
H9 6.5785 0.0538 0.4969
H10 4.6543 -1.2001 1.4283
C9 -4.0231 -3.3255 -1.5370
C10 -3.5759 -2.3125 -0.4650
C11 -3.4989 -0.9306 -1.0417
C12 -4.6699 -0.2884 -1.3753
C13 -4.6792 1.0007 -1.9064
C14 -3.4773 1.6871 -2.1214
C15 -2.2717 1.1152 -1.8059
C16 -1.0034 1.8228 -2.1748
C17 -0.6120 1.4975 -3.6282
C18 -2.2529 -0.2279 -1.2806
N5 -1.0702 -0.8064 -0.9697
C19 -0.6990 -2.0050 -1.2695
C20 0.3571 -2.7277 -0.6369
C21 0.6960 -4.0837 -0.8854
C22 1.6656 -4.4238 0.0106
C23 1.9365 -3.2410 0.7989
N6 1.1760 -2.2424 0.4232
H11 -4.0114 -4.3335 -1.1257
H12 -3.3792 -3.2953 -2.4186
H13 -5.0379 -3.1195 -1.8719
H14 -2.6338 -2.6245 -0.0164
H15 -4.3219 -2.3218 0.3321
H16 -5.6088 -0.7983 -1.2007
H17 -5.6201 1.4809 -2.1429
H18 -3.4966 2.6782 -2.5564
H19 -0.1939 1.5179 -1.5201
H20 -1.1501 2.8999 -2.0853
H21 -0.4171 0.4316 -3.7565
H22 0.2914 2.0431 -3.8984
H23 -1.4034 1.7908 -4.3157
H24 -1.1953 -2.5227 -2.0898
H25 0.2454 -4.7199 -1.6311
H26 2.1500 -5.3805 0.1300
H27 2.6581 -3.1514 1.5991
O1 2.1064 0.0612 -0.7943
O2 3.0172 -0.6846 -1.0281

Output
expectation value of S²	6.099
lowest unoccupied orbital energy (spin up / spin down)	-9.5 / -12.1	eV
M	557.996	g/mol
ΔE to the lowest compared entry with this formula, charge and spin	44.7	kcal/mol
net charge	+3
2S+1	5
HOMO (spin up / spin down)	-17.467 / -17.656	eV

***

No. 3
This record from OMol25 describes a single C23H27NO6 molecule. The level of theory is ωB97M-V with the def2-TZVPD basis set.

Element x y z (Å)
C1 6.2593 1.4770 0.4053
C2 6.3033 0.2090 0.7636
C3 5.1577 -0.7547 0.6602
O1 3.9695 -0.1561 0.1600
C4 3.1553 0.3989 1.0585
O2 3.3305 0.3756 2.2515
C5 1.9703 1.0267 0.4149
C6 0.9321 1.4246 1.1537
C7 -0.2996 2.0312 0.5625
C8 -1.4682 1.0930 0.6666
C9 -1.4631 -0.1687 1.1601
N1 -2.7171 -0.7484 1.0485
C10 -3.0536 -2.0530 1.3751
C11 -1.9344 -2.8761 1.9517
O3 -4.1698 -2.4807 1.1975
C12 -3.5653 0.2002 0.4836
C13 -4.9163 0.1319 0.1832
C14 -5.5111 1.2578 -0.3544
C15 -4.7860 2.4254 -0.5798
C16 -3.4398 2.4962 -0.2856
C17 -2.8143 1.3709 0.2420
C18 -0.0124 2.4306 -0.8937
C19 0.8429 1.3865 -1.6117
O4 0.1256 0.1952 -1.7748
C20 0.5014 -0.5601 -2.9256
C21 -0.0645 -1.9745 -2.8066
C22 0.9092 -2.9900 -2.1971
C23 1.5443 -2.5194 -0.8814
O5 0.6013 -2.0069 0.0252
O6 2.0612 1.1387 -0.9472
H1 7.1121 2.1243 0.5103
H2 5.3672 1.9188 -0.0069
H3 7.2010 -0.2311 1.1751
H4 4.9547 -1.1837 1.6501
H5 5.4033 -1.5611 -0.0385
H6 0.9813 1.2808 2.2202
H7 -0.5534 2.9411 1.1224
H8 -0.6441 -0.7056 1.5911
H9 -2.2995 -3.8864 2.1152
H10 -1.6108 -2.4565 2.9020
H11 -1.0819 -2.8976 1.2747
H12 -5.4795 -0.7672 0.3684
H13 -6.5629 1.2344 -0.5969
H14 -5.2895 3.2894 -0.9881
H15 -2.8893 3.4113 -0.4477
H16 0.5424 3.3704 -0.9117
H17 -0.9386 2.5500 -1.4530
H18 1.1419 1.7767 -2.5981
H19 1.5936 -0.5836 -3.0168
H20 0.0909 -0.0555 -3.8115
H21 -0.9720 -1.9170 -2.2021
H22 -0.3510 -2.3274 -3.7980
H23 0.3606 -3.9168 -2.0198
H24 1.7130 -3.2023 -2.9046
H25 2.0231 -3.3662 -0.3821
H26 2.3161 -1.7652 -1.0853
H27 0.2373 -1.2034 -0.3828

Output
lowest unoccupied orbital energy	0.7	eV
M	413.470	g/mol
ΔE to the lowest compared entry with this formula, charge and spin	59.1	kcal/mol
net charge	0
HOMO	-8.205	eV
structure (SMILES)	C=CCOC(=O)C1=C[C@H](c2cn(C(C)=O)c3ccccc23)C[C@H](OCCCCO)O1

***

No. 4
This record from OMol25 describes a single C23H27NO7 molecule. The level of theory is ωB97M-V with the def2-TZVPD basis set.

Element x y z (Å)
C1 3.1177 3.8312 -0.3740
C2 3.6704 2.4691 -0.1205
C3 4.9772 2.3312 0.2141
C4 5.5896 1.0612 0.5018
O1 6.7496 0.8769 0.7857
O2 4.7640 -0.0328 0.4497
C5 3.4552 0.0604 0.1267
C6 2.7578 -1.1490 0.1426
C7 1.4110 -1.1343 -0.1914
C8 0.7829 0.0682 -0.5281
C9 1.4694 1.2637 -0.5361
O3 0.9037 2.4410 -0.9160
C10 -0.4904 2.5153 -1.0512
C11 -1.1787 2.3023 0.3079
O4 -0.5225 2.1805 1.3205
N1 -2.5297 2.2946 0.3091
C12 -3.4089 2.3788 -0.8333
C13 -4.1177 1.0409 -1.0560
C14 -4.8823 0.6407 0.2055
C15 -5.4981 -0.7341 0.0562
O5 -5.1436 -1.5798 -0.7177
O6 -6.4968 -0.9194 0.9268
C16 -3.9231 0.6192 1.4064
C17 -3.2294 1.9738 1.5382
C18 2.8469 1.2880 -0.1963
O7 0.6268 -2.2319 -0.2152
C19 1.2635 -3.5125 -0.1129
C20 0.1641 -4.4777 0.3311
C21 1.7905 -3.9136 -1.4944
C22 2.3859 -3.4594 0.9300
C23 3.4389 -2.4245 0.5486
H1 3.8837 4.5843 -0.2065
H2 2.7549 3.9103 -1.3963
H3 2.2762 4.0186 0.2891
H4 5.6305 3.1862 0.2890
H5 -0.2660 0.0081 -0.7647
H6 -0.6825 3.5344 -1.4013
H7 -0.8544 1.8000 -1.7996
H8 -4.1582 3.1531 -0.6255
H9 -2.8607 2.6737 -1.7255
H10 -3.3883 0.2626 -1.2862
H11 -4.8014 1.1216 -1.9017
H12 -5.6880 1.3526 0.4095
H13 -6.8608 -1.8154 0.8450
H14 -3.1694 -0.1560 1.2539
H15 -4.4726 0.3952 2.3208
H16 -3.9657 2.7583 1.7431
H17 -2.4922 1.9521 2.3420
H18 0.5484 -5.4929 0.3650
H19 -0.6674 -4.4336 -0.3671
H20 -0.2006 -4.2022 1.3172
H21 2.3357 -4.8512 -1.4311
H22 2.4491 -3.1452 -1.8908
H23 0.9578 -4.0353 -2.1831
H24 2.8351 -4.4472 1.0319
H25 1.9432 -3.1831 1.8899
H26 4.1020 -2.2258 1.3923
H27 4.0678 -2.7914 -0.2670

Output
lowest unoccupied orbital energy	0.4	eV
M	429.469	g/mol
ΔE to the lowest compared entry with this formula, charge and spin	0.4	kcal/mol
net charge	0
HOMO	-7.937	eV
structure (SMILES)	Cc1cc(=O)oc2c3c(cc(OCC(=O)N4CCC(C(=O)O)CC4)c12)OC(C)(C)CC3